Model w:
C9H16N2O2 as an isolated structure. Source: the OMol25 dataset; level of theory: the ωB97M-V functional and the def2-TZVPD basis.

XYZ file:
```
29
Properties=species:S:1:pos:R:3:nbo_charge:R:1
C -0.424 -0.456 -2.614 0.625
C -0.078 0.934 -2.884 -0.370
C 0.991 1.419 -2.421 0.043
C 1.888 -0.570 -1.598 0.807
C 0.791 2.125 1.585 -0.591
C 0.411 0.781 1.999 -0.406
C -0.725 0.146 1.298 -0.407
C -0.865 -1.316 1.505 -0.431
C -2.162 -2.173 1.191 -0.616
H 0.040 -2.047 -1.579 0.458
H -0.777 1.706 -3.337 0.248
H 0.930 2.513 -2.337 0.225
H 3.019 1.038 -1.485 0.461
H 1.104 2.269 0.454 0.187
H 0.045 2.765 1.860 0.209
H 1.858 2.318 2.092 0.213
H 0.034 0.785 3.103 0.197
H 1.091 -0.082 1.898 0.208
H -1.667 0.535 1.484 0.200
H -0.733 0.569 0.242 0.187
H -0.780 -1.629 2.564 0.211
H 0.037 -1.758 1.138 0.194
H -2.971 -1.822 0.175 0.225
H -1.776 -3.257 1.042 0.220
H -2.990 -2.183 2.266 0.200
N 0.539 -1.142 -1.941 -0.670
N 2.008 0.780 -1.841 -0.627
O -1.469 -1.071 -2.961 -0.618
O 2.634 -1.176 -0.898 -0.583
```

Values from the calculation:
LUMO level (eV): 0.4
Charge: 0
Gap between HOMO and LUMO (eV): 10.17



Model x:
A 2-piece molecular cluster, C9H16N2O2 overall. Source: the OMol25 dataset; level of theory: the ωB97M-V functional and the def2-TZVPD basis.

XYZ file:
```
29
Properties=species:S:1:pos:R:3:nbo_charge:R:1
O -2.424 2.938 -0.338 -0.548
C -1.695 2.359 0.472 0.633
C -2.036 1.193 1.256 -0.347
C -1.147 0.576 2.071 0.044
N 0.209 0.989 2.065 -0.612
C 0.599 2.244 1.728 0.790
O 1.521 2.924 2.202 -0.604
N -0.350 2.736 0.782 -0.672
H -3.146 0.713 1.322 0.251
H -1.355 -0.369 2.486 0.225
H 0.660 0.880 3.008 0.412
H -0.049 3.739 0.730 0.429
C 1.115 -2.284 -0.370 -0.614
C 0.972 -2.839 -1.847 -0.059
C 1.746 -4.186 -2.106 -0.630
C 1.360 -1.811 -2.863 -0.629
C -0.633 -2.791 -1.886 -0.586
H 0.552 -2.804 0.515 0.205
H 2.184 -2.038 -0.122 0.204
H 0.568 -1.402 -0.357 0.196
H 1.278 -4.692 -2.992 0.209
H 2.878 -4.134 -2.285 0.226
H 1.417 -4.993 -1.265 0.213
H 0.553 -2.041 -3.720 0.222
H 2.420 -1.939 -3.031 0.213
H 1.289 -0.826 -2.289 0.217
H -0.702 -1.531 -2.145 0.207
H -0.886 -3.318 -2.715 0.192
H -1.138 -2.987 -0.732 0.215
```

Values from the calculation:
SMILES: O=c1cc[nH]c(=O)[nH]1.CC(C)(C)C
LUMO level (eV): 0.1
Charge: 0
Gap between HOMO and LUMO (eV): 10.11



Stability ranking, top entry: model x; the second entry is 0.567 eV less favorable.



Model w:
An isolated ion of composition C6H11N2O5 and charge +1. Source: the OMol25 dataset; level of theory: the ωB97M-V functional and the def2-TZVPD basis.

XYZ file:
```
24
Properties=species:S:1:pos:R:3:nbo_charge:R:1
C 1.135 2.616 0.712 -0.424
N 0.545 1.327 0.263 -0.499
C 1.504 0.206 0.252 0.703
O 2.577 0.453 0.618 -0.452
C 0.990 -1.057 -0.315 -0.047
O 1.668 -2.280 0.032 -0.688
C -0.322 -1.318 0.437 0.235
O -0.029 -1.149 1.822 -0.701
N -1.347 -0.322 0.023 -0.023
C -1.897 -0.503 -1.360 -0.458
O -2.487 -0.416 0.855 -0.494
C -0.792 1.275 0.230 0.855
O -1.685 2.083 0.347 -0.504
H 2.039 2.775 0.027 0.253
H 0.454 3.460 0.480 0.249
H 1.212 2.511 1.803 0.242
H 0.848 -0.985 -1.397 0.228
H 2.490 -2.144 0.505 0.510
H -0.624 -2.370 0.293 0.248
H 0.204 -1.969 2.228 0.516
H -2.405 -1.425 -1.497 0.254
H -2.750 0.096 -1.636 0.262
H -1.230 -0.468 -2.147 0.233
H -3.097 0.263 0.639 0.502
```

Values from the calculation:
SMILES: CN1C(=O)[C@@H](O)[C@@H](O)[N@@+](C)(O)C1=O
LUMO level (eV): -3.5
Charge: +1
Gap between HOMO and LUMO (eV): 11.66



Model x:
An isolated ion of composition C6H11N2O5 and charge +1. Source: the OMol25 dataset; level of theory: the ωB97M-V functional and the def2-TZVPD basis.

XYZ file:
```
24
Properties=species:S:1:pos:R:3:nbo_charge:R:1
C 1.234 0.452 0.335 0.471
C -1.199 0.899 0.149 0.856
C 1.776 -0.125 -0.825 0.242
C 0.067 -1.401 0.439 0.283
C 0.347 2.696 0.055 -0.439
C -1.578 -1.257 -1.360 -0.436
N 0.017 1.249 0.093 -0.502
N -1.213 -0.800 0.009 -0.074
O 1.680 0.440 1.485 -0.628
O -2.240 1.390 0.253 -0.459
O 3.020 -0.648 -0.785 -0.584
O 0.080 -1.277 1.771 -0.667
O -2.276 -1.119 0.927 -0.522
H 1.287 -0.148 -1.747 0.218
H 0.293 -2.301 0.025 0.196
H 1.126 2.812 -0.685 0.218
H -0.401 3.429 -0.125 0.260
H 0.710 3.187 1.056 0.250
H -2.298 -0.772 -1.839 0.247
H -0.813 -1.349 -2.117 0.240
H -1.922 -2.265 -1.265 0.247
H 3.352 -0.609 0.135 0.520
H 0.968 -1.322 2.150 0.542
H -2.019 -1.163 1.866 0.521
```

Values from the calculation:
LUMO level (alpha / beta) (eV): -5.1 / -5.1
Charge: +1
Gap between HOMO and LUMO (alpha / beta) (eV): 8.45 / 8.45



Stability ranking, top entry: model w; the second entry is 2.854 eV less favorable.